ORCA calculation (ωB97M-V with the def2-TZVPD basis set) on 7 unconnected molecules or ions with the total composition H14O7 in a non-equilibrium geometry.

* SMILES: O.O.O.O.O.O.O
* total charge: 0
* E: -534.99510 a.u.
* relative energy (zero: lowest compared OMol25 entry of this formula, charge and spin): 338.0 kJ/mol
* HOMO-LUMO gap: 0.4005 hartree

```
21
H14O7 | the OMol25 dataset | ωB97M-V with the def2-TZVPD basis set
H 4.74314 0.51782 1.24998
O -1.63136 2.30103 1.81643
H -1.93155 1.57749 1.30513
H -0.85362 -1.05892 1.87257
O -0.00374 3.06574 -0.89942
H 0.45772 -1.91024 -4.39078
H 1.83339 -1.60024 -4.94367
O 4.98026 1.06793 0.43939
H -0.88761 3.11468 -1.24145
O 0.81588 -0.05560 -0.12036
H 0.52340 -0.99718 0.16537
H -2.59363 -3.49047 1.81545
O -3.27505 -3.06660 2.32746
H 0.10650 3.54045 -0.02922
H 1.13700 -0.24265 -0.98217
H -2.51573 2.47752 2.31026
O -1.71029 -1.40134 1.40692
H 4.41608 1.87005 0.55351
H -3.36871 -3.52842 3.24337
H -1.58649 -2.26053 1.00959
O 0.88932 -1.66232 -5.21266
```


ORCA calculation (ωB97M-V with the def2-TZVPD basis set) on a molecular structure, H14O7 in a non-equilibrium geometry.

* total charge: 0
* E: -534.86801 a.u.
* relative energy (zero: lowest compared OMol25 entry of this formula, charge and spin): 671.7 kJ/mol
* HOMO-LUMO gap: 0.2846 hartree

```
21
H14O7 | the OMol25 dataset | ωB97M-V with the def2-TZVPD basis set
H -3.26709 -0.63057 -1.49350
H -3.51206 -0.25645 2.53545
H 3.93048 -0.36200 -0.87670
H -2.61598 -0.47053 1.32663
H -3.20146 2.80162 -0.39971
O -2.95136 2.15198 0.26692
H 4.96607 -1.42134 -0.53699
H -2.84441 0.27578 -2.63802
H -1.86740 -2.73106 -0.70522
O 5.16114 0.63902 0.61133
H 0.57685 0.63599 0.56461
O 4.50017 -0.66594 -0.16110
H -1.04893 -1.78824 0.16153
H 5.89693 0.26118 1.10614
H 1.13985 0.29458 -0.80525
O -2.69915 -0.69511 2.26025
H 5.56213 1.35376 0.10403
O 0.37480 0.69391 -0.37603
H -3.65516 2.20652 0.92319
O -2.49397 -0.20223 -1.87795
O -1.95146 -2.09088 0.01039
```


> The lowest HOMO-LUMO gap belongs to which entry?

number 2